1.
Density functional theory data (ωB97M-V/def2-TZVPD) for a single C2H3N3O2 molecule in a non-equilibrium geometry.

energy = -392.63104 hartree
frontier orbital gap = 9.589 eV
SMILES = O/N=c1\nco[nH]1
HOMO level = -9.01 eV

Structure (ORCA input):
```
! RIJCOSX wB97M-V def2-TZVPD def2/J DEFGRID3
* xyz 0 1
O 1.07246 2.30104 -0.13886
N -0.22603 1.82935 -0.01413
C -0.29371 0.57733 -0.04480
N 0.84157 -0.27593 -0.31412
C 0.41216 -1.45854 -0.17208
O -0.91091 -1.65897 0.04827
N -1.46871 -0.25297 0.08641
H 1.64875 1.53002 -0.01282
H 0.97640 -2.35779 -0.36495
H -2.05197 -0.23354 0.92708
*
```

2.
Density functional theory data (ωB97M-V/def2-TZVPD) for a molecular structure, C23H50Cl6CsF3LiN4O9Si2 in a non-equilibrium geometry.

energy = -5469.57414 hartree
frontier orbital gap = 4.506 eV
HOMO level = -7.86 eV

Structure (ORCA input):
```
! RIJCOSX wB97M-V def2-TZVPD def2/J DEFGRID3
* xyz 1 1
C 1.17637 -2.42888 0.32090
C 1.74622 -2.99730 1.60917
F 3.05337 -2.53008 1.69823
C 1.70224 -4.57688 1.75433
C 0.29728 -5.17347 2.24067
C -0.27185 -6.36890 1.41153
F -0.71982 -4.16466 2.29154
C 2.46990 -5.34869 0.66346
C 3.40436 -6.31814 1.37528
C 3.45513 -5.85303 2.82295
O 4.11950 -6.32988 3.72035
N 2.57125 -4.81873 2.89488
H 1.39534 -1.36214 0.24566
H 0.09253 -2.57901 0.32076
H 1.65257 -2.94293 -0.52585
H 1.22424 -2.58319 2.46888
H 0.39531 -5.52989 3.25002
H 0.01472 -7.27327 1.92475
H -1.37045 -6.33358 1.47704
H 0.00551 -6.37292 0.36847
H 1.90369 -5.72023 -0.17335
H 3.15042 -4.58722 0.26863
H 4.39746 -6.32077 0.94999
H 3.04138 -7.33744 1.29612
H 2.45670 -4.29861 3.75264
N 1.94303 -0.16569 2.88153
O 1.53157 -1.11993 3.60208
O 1.22499 0.21424 1.91880
O 3.03855 0.35035 3.09166
C 3.05012 -5.88044 -3.71071
Cl 2.02221 -4.67304 -2.90503
Cl 4.40273 -5.09745 -4.50753
Cl 3.60377 -7.08150 -2.54760
H 2.44764 -6.37762 -4.45855
C -0.80565 3.04395 4.00198
Cl -1.66215 1.50870 4.21660
Cl 0.84728 2.91195 4.59110
Cl -0.83781 3.55310 2.31965
H -1.31819 3.80036 4.58336
Li 3.40457 -2.27261 -0.39628
C 0.03420 6.48010 -4.43820
Si -0.55899 4.67526 -4.52324
C 0.23947 3.93329 -6.09378
C -2.43292 4.76595 -4.83473
N -0.13040 3.90451 -3.12622
Si -0.43434 2.30668 -2.72583
C 0.38215 1.04768 -3.89947
C -2.28077 1.87399 -2.63988
C 0.27231 1.96164 -1.01300
H -0.22797 7.04688 -5.35094
H -0.42545 6.99184 -3.59310
H 1.11824 6.51907 -4.32397
H 0.12811 4.59112 -6.97295
H -0.21592 2.97867 -6.36195
H 1.30720 3.78147 -5.93739
H -2.94892 5.10500 -3.93740
H -2.84016 3.79787 -5.13089
H -2.68483 5.47595 -5.64628
H -0.11396 1.01187 -4.87255
H 0.33620 0.03229 -3.47810
H 1.43315 1.30004 -4.05432
H -2.81509 2.61473 -2.04353
H -2.43281 0.89222 -2.17052
H -2.73798 1.82857 -3.63173
H -0.18358 2.60340 -0.26370
H 1.35093 2.12699 -0.99818
H 0.07994 0.92266 -0.73114
N -0.90847 6.66208 -7.93313
H 0.03401 6.90618 -7.62661
H -1.42567 7.51943 -8.16610
H -0.85428 6.05689 -8.75098
H -1.38484 6.16178 -7.16976
O -1.36041 9.66921 -8.26298
H -0.97541 9.96530 -7.43031
H -1.23156 10.41376 -8.85880
C -1.27331 7.33897 7.23277
C -1.89270 8.24754 6.17350
C -1.85300 7.35677 4.93914
O -1.98378 6.01137 5.40846
C -1.82164 5.97728 6.83014
H -1.53201 7.61279 8.25400
H -0.18522 7.34848 7.14235
H -2.92674 8.47824 6.43889
H -1.36044 9.18653 6.03313
H -0.89694 7.44683 4.41357
H -2.65611 7.57114 4.23406
H -2.80117 5.79334 7.28450
H -1.15594 5.15569 7.09813
Cs -1.81376 -3.30477 0.56003
C -0.92627 -10.48924 4.15815
C -1.84306 -11.54917 3.58900
O -2.56829 -10.82104 2.60529
C -1.77192 -9.81480 2.17458
O -1.95435 -9.17868 1.19296
O -0.72639 -9.63395 3.01969
F -2.70141 -12.02505 4.51456
H -1.40993 -9.92644 4.95652
H 0.01818 -10.88531 4.51884
H -1.33099 -12.38540 3.11132
*
```

3.
Density functional theory data (ωB97M-V/def2-TZVPD) for a molecular structure, C33H44CsF5N8O5S in a non-equilibrium geometry.

energy = -3015.91282 hartree
frontier orbital gap = 6.109 eV
HOMO level = -2.95 eV

Structure (ORCA input):
```
! RIJCOSX wB97M-V def2-TZVPD def2/J DEFGRID3
* xyz -2 1
Cs 1.73435 -2.08104 -0.62671
C -3.64885 0.20200 3.37017
C -2.95961 1.53480 3.06080
C -2.28418 2.04033 4.33533
C -4.00723 2.56588 2.62221
C -1.95926 1.32737 1.93023
C -2.37779 0.89600 0.67570
C -1.44961 0.68468 -0.33128
N -0.14270 0.88230 -0.17453
C 0.27085 1.30041 1.01663
C -0.59817 1.53507 2.08387
C 1.73904 1.54435 1.17382
C 2.24152 2.06563 2.37595
C 3.59687 2.29063 2.53633
C 4.41826 1.97152 1.46072
C 3.84921 1.46985 0.30802
N 2.54741 1.26957 0.14756
C 4.20061 2.83438 3.82609
C 3.13617 3.15722 4.87495
C 4.98309 4.11747 3.51626
C 5.15276 1.78400 4.41078
H -4.36044 0.32636 4.18957
H -2.93218 -0.56884 3.65535
H -4.19418 -0.18205 2.51099
H -3.03883 2.18454 5.11067
H -1.77640 2.99662 4.17918
H -1.55763 1.32029 4.71607
H -4.73293 2.72098 3.42410
H -4.55127 2.22744 1.74027
H -3.54303 3.52714 2.38621
H -3.41823 0.68398 0.46876
H -1.76963 0.33940 -1.30914
H -0.22195 1.87349 3.03191
H 1.56904 2.28850 3.18344
H 5.49292 2.08913 1.51994
H 4.46104 1.17365 -0.53985
H 2.42375 3.90203 4.51472
H 3.61789 3.56024 5.76822
H 2.57924 2.26750 5.17193
H 4.33151 4.87728 3.08009
H 5.79597 3.92985 2.81412
H 5.41698 4.52474 4.43289
H 4.62366 0.85525 4.62733
H 5.59456 2.15464 5.33931
H 5.96400 1.55035 3.72061
C -2.24941 2.11269 -5.61295
N -2.66889 0.74879 -5.41265
C -4.08074 0.52502 -5.67111
C -2.03323 0.01679 -4.40608
N -1.19492 0.44878 -3.55402
N -2.36189 -1.33733 -4.44907
C -2.21022 -2.15577 -3.30259
N -1.42115 -3.24591 -3.53074
N -2.88034 -1.86329 -2.25861
H -2.57056 2.44338 -6.60239
H -1.16284 2.18328 -5.56979
H -2.67601 2.79949 -4.86746
H -4.27856 0.49839 -6.74654
H -4.68618 1.32729 -5.23011
H -4.38739 -0.41861 -5.23009
H -1.17874 1.46326 -3.50679
H -2.20296 -1.79315 -5.33512
H -0.63443 -3.15918 -4.16503
H -1.23446 -3.85893 -2.75342
H -2.62571 -2.49618 -1.50297
O -4.34756 -3.88748 4.54551
C -3.10951 -4.02619 4.65911
O -2.43702 -4.30982 5.66810
C -2.29541 -3.62825 3.40093
C -2.91965 -3.01780 2.32005
C -2.15487 -2.59756 1.25087
N -0.83259 -2.73667 1.16001
C -0.23234 -3.36759 2.17960
C -0.92632 -3.83150 3.29353
C 1.28612 -3.51882 2.10362
O 1.76414 -4.65592 2.20996
O 1.91110 -2.44575 1.88305
H -3.99309 -2.87892 2.34905
H -2.64149 -2.10606 0.41346
H -0.39903 -4.32428 4.09902
C 1.94629 -0.40880 -4.57437
S 2.05691 0.26509 -2.92298
C 2.73766 1.88620 -3.31674
O 3.19805 -0.48873 -2.28043
H 1.16598 0.10167 -5.13913
H 1.68471 -1.45961 -4.43502
H 2.91680 -0.34201 -5.06624
H 2.08157 2.39263 -4.02648
H 3.72931 1.74518 -3.74740
H 2.79713 2.45894 -2.39418
F 2.97878 -3.54919 -5.27678
C 1.71663 -3.71034 -4.66347
F 0.81265 -3.33997 -5.75009
C 1.55335 -5.22728 -4.65911
F 2.46129 -5.80702 -3.85101
F 1.67923 -5.85394 -5.86144
F 0.33318 -5.58402 -4.19302
*
```